(1)
Here is a structure of composition C34H59BF2N2O13S in a non-equilibrium geometry from OMol25. Energies are from the ωB97M-V functional and the def2-TZVPD basis.

Values from the calculation:
- ΔE to the lowest compared entry with this formula, charge and spin: 0.000 eV
- HOMO energy: -8.69 eV
- HOMO-LUMO gap: 0.304 hartree
- Multiplicity: 1

Each line ends with the Mulliken charge.
Positions of all 112 atoms, in Å:
C -0.742 2.540 0.692  -1.2698
C -1.165 1.634 -0.464  -0.4045
C -0.091 0.615 -0.864  -1.4397
C 0.457 -0.196 0.336  2.2827
C 1.731 0.418 0.970  -2.2114
C 0.633 -1.672 0.037  -0.4658
C -0.277 -2.650 0.656  1.1399
C -1.421 -2.237 1.564  -1.9939
C -1.137 -2.483 3.062  -0.2720
C -0.278 -1.384 3.688  0.4750
F 0.990 -1.910 3.919  -0.3377
C -0.132 -3.984 0.438  0.4652
C -0.993 -5.070 1.036  -1.6064
C -0.204 -5.962 2.006  -0.6294
F 0.779 -5.237 2.675  -0.2954
C 0.917 -4.417 -0.410  0.7300
N 1.209 -5.686 -0.727  -0.6349
S 2.470 -5.629 -1.710  0.0795
N 2.711 -4.055 -1.792  -0.5643
C 1.782 -3.476 -1.016  0.2878
C 1.647 -2.080 -0.788  -0.3181
B 2.734 -1.167 -1.506  0.6576
O 2.339 -0.190 -2.388  -0.6383
C 4.284 -1.347 -1.283  -0.1658
C 4.896 -0.506 -0.139  -1.1592
H -1.354 3.436 0.755  0.4667
H 0.286 2.871 0.529  0.2366
H -0.739 2.010 1.644  0.1995
H -2.114 1.144 -0.238  0.2956
H -1.331 2.278 -1.330  0.3000
H 0.713 1.147 -1.367  0.4272
H -0.563 -0.093 -1.549  0.4440
H -0.313 -0.107 1.082  -0.5863
H 1.512 0.952 1.890  0.3037
H 2.457 -0.367 1.169  0.5044
H 2.206 1.090 0.255  0.5115
H -2.296 -2.824 1.286  0.6499
H -1.724 -1.206 1.430  0.5351
H -2.103 -2.513 3.570  0.3021
H -0.674 -3.453 3.219  0.3286
H -0.727 -1.071 4.631  0.2621
H -0.202 -0.514 3.044  -0.4591
H -1.284 -5.715 0.206  0.5705
H -1.877 -4.674 1.522  0.4087
H 0.310 -6.737 1.446  0.4434
H -0.873 -6.393 2.748  0.3730
H 1.513 -0.431 -2.819  0.3466
H 4.479 -2.402 -1.100  0.0949
H 4.791 -1.099 -2.216  0.3700
H 5.025 -1.091 0.769  0.3071
H 4.332 0.395 0.088  0.2838
H 5.893 -0.176 -0.428  0.3455
C 5.031 -6.170 0.941  -0.9686
C 5.754 -4.883 1.271  0.0801
O 7.158 -5.096 1.493  -0.3831
C 7.890 -5.242 0.392  0.7493
O 7.492 -5.184 -0.743  -0.5608
O 9.154 -5.455 0.760  -0.3477
C 10.055 -5.681 -0.327  -0.6363
H 5.211 -6.922 1.710  0.3542
H 3.959 -5.986 0.874  0.1184
H 5.373 -6.577 -0.011  0.3088
H 5.381 -4.465 2.204  0.3760
H 5.615 -4.136 0.489  0.1173
H 9.988 -4.880 -1.059  0.3005
H 9.840 -6.636 -0.803  0.2895
H 11.050 -5.702 0.108  0.2182
C -4.046 -3.318 7.756  -1.1456
C -3.196 -2.094 7.489  -0.1785
O -3.878 -1.164 6.628  -0.2652
C -4.821 -0.431 7.220  0.7086
O -5.120 -0.463 8.385  -0.5561
O -5.378 0.350 6.295  -0.3250
C -6.452 1.162 6.777  -0.6539
H -4.365 -3.770 6.816  0.2940
H -3.478 -4.054 8.326  0.3676
H -4.938 -3.057 8.323  0.3142
H -2.296 -2.377 6.948  0.2722
H -2.897 -1.606 8.416  0.3524
H -6.143 1.739 7.645  0.3021
H -7.310 0.541 7.032  0.2921
H -6.712 1.830 5.962  0.2207
C -6.488 4.532 -5.610  -1.1073
C -5.952 4.731 -4.209  -0.1333
O -5.199 3.593 -3.757  -0.3707
C -3.961 3.503 -4.230  0.7954
O -3.423 4.288 -4.970  -0.5466
O -3.408 2.392 -3.747  -0.3692
C -2.083 2.137 -4.217  -0.4198
H -7.065 3.609 -5.668  0.3098
H -7.133 5.367 -5.885  0.3675
H -5.676 4.470 -6.333  0.2931
H -6.769 4.825 -3.496  0.3057
H -5.338 5.628 -4.137  0.2602
H -1.437 2.998 -4.053  0.2210
H -2.096 1.880 -5.275  0.4036
H -1.710 1.294 -3.642  -0.0199
C -0.750 6.059 -4.951  -0.9296
C -1.702 7.054 -5.576  -0.1012
O -1.657 8.324 -4.898  -0.3759
C -0.621 9.098 -5.202  0.7813
O 0.247 8.853 -5.999  -0.5574
O -0.710 10.214 -4.474  -0.3495
C 0.374 11.127 -4.660  -0.6385
H -0.947 5.968 -3.882  0.2474
H -0.873 5.082 -5.414  0.1936
H 0.286 6.375 -5.072  0.4468
H -2.726 6.706 -5.474  0.1900
H -1.497 7.193 -6.637  0.3009
H 0.514 11.355 -5.714  0.2989
H 1.292 10.713 -4.247  0.2907
H 0.103 12.029 -4.120  0.2216

(2)
Here is a structure of composition C3H4LiO4Tb in a non-equilibrium geometry from OMol25. Energies are from the ωB97M-V functional and the def2-TZVPD basis.

Values from the calculation:
- HOMO energy (alpha / beta): -12.10 / -7.98 eV
- HOMO-LUMO gap (alpha / beta): 0.304 / 0.120 hartree
- Multiplicity: 8
- Total charge: +1

Each line ends with the Mulliken charge.
Positions of all 13 atoms, in Å:
H 0.443 -4.900 1.241  -0.0034
O -0.325 1.198 1.438  -0.5028
C 0.727 0.757 1.865  0.2554
C 1.482 -0.412 1.309  -0.4288
O 0.739 -1.368 0.593  -0.3621
C 0.295 -1.155 -0.694  1.2285
O 0.244 0.024 -1.115  -0.7613
O -0.021 -2.202 -1.263  -0.7634
Li 0.430 -3.525 0.134  0.8557
Tb -1.160 1.793 -0.703  0.4154
H 1.235 1.264 2.708  0.4032
H 1.948 -0.944 2.149  0.3230
H 2.307 0.009 0.705  0.3406

(3)
Here is the molecule C19H29N3O2 from OMol25. Energies are from the ωB97M-V functional and the def2-TZVPD basis.

Values from the calculation:
- ΔE to the lowest compared entry with this formula, charge and spin: 0.562 eV
- HOMO energy: -9.02 eV
- HOMO-LUMO gap: 0.351 hartree
- Multiplicity: 1

Each line ends with the Mulliken charge.
Positions of all 53 atoms, in Å:
C -1.270 3.800 0.862  -1.7613
C -0.948 2.307 0.827  0.9218
C -1.770 1.574 1.883  -1.2837
C -1.217 1.736 -0.576  -1.1564
C -0.242 0.612 -0.971  -0.4446
N -0.340 -0.545 -0.115  0.0800
C 0.735 -1.000 0.580  0.0841
O 1.746 -0.337 0.694  -0.6890
C 0.522 -2.382 1.188  0.4071
C -0.550 -2.349 2.285  -1.1865
C -0.057 -1.583 3.508  -0.6628
C 1.202 -2.232 4.080  0.5032
C 1.678 -1.493 5.327  -1.7199
C 2.288 -2.238 3.005  -0.7467
C 1.824 -2.965 1.746  -1.3874
C -0.569 0.173 -2.403  0.3656
O -1.240 -0.809 -2.627  -0.6857
N -0.060 1.010 -3.346  0.0015
C -0.206 0.953 -4.733  0.5158
C 0.434 1.917 -5.510  -0.6032
C 0.294 1.877 -6.884  -0.3881
C -0.487 0.871 -7.436  -0.3318
N -1.096 -0.047 -6.706  -0.5557
C -0.965 -0.016 -5.395  -0.3506
H -2.311 3.969 0.595  0.3518
H -0.641 4.352 0.167  0.4386
H -1.103 4.198 1.860  0.4313
H 0.114 2.173 1.058  0.2392
H -1.573 0.507 1.849  0.0583
H -1.520 1.938 2.877  0.4014
H -2.833 1.738 1.716  0.4334
H -2.238 1.353 -0.631  0.3677
H -1.124 2.534 -1.317  0.3544
H 0.791 0.971 -0.893  0.5611
H -1.086 -1.182 -0.361  0.3791
H 0.170 -3.027 0.373  0.4279
H -1.469 -1.899 1.904  0.4487
H -0.781 -3.377 2.575  0.5896
H 0.172 -0.553 3.228  0.1480
H -0.844 -1.559 4.266  0.5030
H 0.968 -3.268 4.354  0.2644
H 0.905 -1.494 6.093  0.4107
H 2.568 -1.966 5.736  0.4278
H 1.920 -0.460 5.084  0.3451
H 3.188 -2.724 3.389  0.4138
H 2.544 -1.211 2.745  0.2777
H 2.602 -2.898 0.983  0.3874
H 1.660 -4.021 1.972  0.4842
H 0.517 1.772 -3.014  0.1981
H 1.033 2.685 -5.037  0.3552
H 0.778 2.609 -7.511  0.3792
H -0.631 0.793 -8.504  0.3621
H -1.480 -0.789 -4.845  0.6351

(4)
Here is a structure of composition C4H34NO14S in a non-equilibrium geometry from OMol25. Energies are from the ωB97M-V functional and the def2-TZVPD basis.

Values from the calculation:
- ΔE to the lowest compared entry with this formula, charge and spin: 5.361 eV
- HOMO energy: -4.83 eV
- HOMO-LUMO gap: 0.258 hartree
- Multiplicity: 1
- Total charge: -1

Each line ends with the Mulliken charge.
Positions of all 54 atoms, in Å:
C -0.141 2.456 0.405  -1.2664
N 0.121 1.503 -0.652  0.8608
C -0.331 0.169 -0.328  1.0320
C 0.484 -0.337 0.781  -0.4212
S 1.716 -1.510 0.012  -0.7396
C -0.139 -0.826 -1.416  -0.7221
O -0.840 -1.842 -1.257  -0.5248
H 0.181 3.476 0.029  0.3565
H 0.228 2.244 1.323  0.6112
H -1.296 2.733 0.443  0.0555
H -0.191 1.851 -1.620  0.1656
H -1.434 0.113 0.110  -0.6767
H -0.079 -0.774 1.760  -0.0150
H 1.078 0.479 1.305  0.2188
H 0.289 -0.619 -2.372  0.4958
H -3.032 1.663 0.586  0.3638
H -2.833 1.930 2.110  0.2811
O -3.218 2.323 1.431  -0.6423
H -0.797 3.339 -2.141  0.3510
H -1.978 3.741 -1.237  0.2781
O -1.774 3.360 -2.028  -0.6561
H -0.403 -4.499 -0.065  0.4259
H 0.746 -3.697 -0.672  0.3298
O 0.532 -4.536 -0.127  -0.7579
H 2.116 1.915 -0.480  0.1568
H 2.961 3.177 -0.044  0.2689
O 2.663 2.609 -0.882  -0.6530
H -2.329 -4.273 -0.297  0.2359
H -1.607 -2.636 -0.278  0.4905
O -1.938 -3.504 0.198  -0.8100
H 0.923 -4.020 1.750  0.3678
H 2.348 -3.532 1.669  0.3236
O 1.638 -3.943 2.246  -0.6929
H 1.438 3.371 -1.912  0.4097
H 1.100 3.518 -3.231  0.3584
O 0.653 3.823 -2.481  -0.6822
H -2.488 0.247 -3.912  0.3209
H -2.309 -1.074 -3.070  0.3328
O -2.105 -0.654 -3.977  -0.6600
H 3.188 0.863 -2.827  0.2896
H 3.184 2.381 -2.799  0.3121
O 2.877 1.632 -3.274  -0.6267
H 4.025 0.520 -0.275  0.3131
H 4.413 1.592 1.004  0.2782
O 4.631 1.230 0.169  -0.6613
H 0.934 -2.779 3.108  0.4581
H 1.717 -1.634 3.825  0.2655
O 0.807 -2.066 3.742  -0.7330
H -4.005 -1.103 1.381  0.2417
H -3.241 -1.028 2.795  0.4223
O -3.858 -0.640 2.210  -0.6183
H -1.018 -1.846 3.538  0.3040
H -1.752 -2.784 2.538  0.2742
O -1.853 -2.104 3.190  -0.6904

(5)
Here is a cluster of 5 separate species, C6H20IN6O4 in total in a non-equilibrium geometry from OMol25. Energies are from the ωB97M-V functional and the def2-TZVPD basis.

Values from the calculation:
- ΔE to the lowest compared entry with this formula, charge and spin: 3.526 eV
- HOMO energy: -4.27 eV
- HOMO-LUMO gap: 0.246 hartree
- Multiplicity: 1
- Total charge: -1

Each line ends with the Mulliken charge.
Positions of all 37 atoms, in Å:
I 5.261 -3.528 -4.057  -0.9727
C 6.575 2.834 -4.492  -1.1676
C 5.918 2.593 -3.069  0.4663
C 4.432 2.466 -3.109  -1.4132
O 6.307 1.493 -2.308  -0.5544
H 6.683 3.890 -4.738  0.3264
H 6.064 2.138 -5.156  0.2693
H 7.565 2.377 -4.469  0.3403
H 6.285 3.473 -2.540  0.2364
H 3.974 2.252 -2.144  0.3647
H 4.092 1.616 -3.701  0.4080
H 3.913 3.339 -3.504  0.3643
H 5.805 0.720 -2.578  0.3541
C 11.274 -2.798 -2.963  0.6238
O 12.418 -2.426 -2.865  -0.6611
N 10.274 -2.605 -2.148  -0.4051
N 10.860 -3.617 -3.952  -0.3902
H 10.451 -1.815 -1.544  0.2382
H 9.326 -2.842 -2.405  0.2131
H 9.867 -3.768 -4.058  0.1798
H 11.593 -4.029 -4.511  0.1931
C 8.626 -8.886 -3.593  0.6326
O 8.831 -8.394 -4.654  -0.6100
N 8.776 -10.165 -3.275  -0.3931
N 7.832 -8.311 -2.695  -0.4002
H 9.310 -10.766 -3.886  0.2076
H 8.400 -10.445 -2.380  0.1492
H 7.515 -7.371 -2.885  0.2581
H 7.438 -9.067 -2.153  0.1517
C 7.882 -3.041 -9.346  0.6431
O 7.930 -2.621 -10.490  -0.7143
N 7.483 -4.168 -8.993  -0.3198
N 8.040 -2.201 -8.358  -0.4005
H 7.467 -4.333 -7.997  0.1866
H 7.145 -4.862 -9.645  0.2007
H 7.843 -2.313 -7.373  0.1969
H 8.188 -1.244 -8.646  0.1979

(6)
Here is a structure of composition C36H25N3O5PSe2Tl in a non-equilibrium geometry from OMol25. Energies are from the ωB97M-V functional and the def2-TZVPD basis.

Values from the calculation:
- ΔE to the lowest compared entry with this formula, charge and spin: 0.000 eV
- HOMO energy (alpha / beta): -7.48 / -7.18 eV
- HOMO-LUMO gap (alpha / beta): 0.223 / 0.217 hartree
- Multiplicity: 1

Each line ends with the Mulliken charge.
Positions of all 73 atoms, in Å:
Tl -0.530 0.709 -1.076  1.8386
O -2.383 3.167 -4.411  -0.7747
C -1.634 2.499 -3.640  0.1290
O -2.026 1.530 -2.858  -0.5770
C -0.225 2.807 -3.564  0.7301
C 0.392 3.625 -4.612  -0.9327
C 1.766 3.817 -4.564  -0.3754
C 2.504 3.376 -3.452  -0.7462
C 1.835 2.639 -2.432  0.4595
N 0.512 2.444 -2.544  0.2861
C 2.566 2.088 -1.211  -0.0717
O 3.802 2.115 -1.193  -0.7661
O 1.756 1.631 -0.306  -0.3217
H -0.245 3.956 -5.421  0.5338
H 2.284 4.291 -5.380  0.4591
H 3.558 3.566 -3.281  0.5184
O -0.898 -1.470 -3.526  -0.4571
C -0.082 -1.303 -2.676  -0.3198
C 1.214 -1.937 -2.424  0.7873
C 2.102 -2.174 -3.498  -1.0503
C 3.212 -2.997 -3.268  -0.6751
C 3.411 -3.582 -2.034  -0.7027
C 2.584 -3.246 -0.964  -0.7633
C 1.521 -2.371 -1.132  0.4373
P 0.557 -1.705 0.250  1.6267
C -0.676 -2.964 0.638  0.6249
C -1.278 -3.616 -0.463  -0.8662
C -2.461 -4.315 -0.239  -0.7725
C -2.941 -4.522 1.058  -0.6808
C -2.331 -3.882 2.146  -0.7015
C -1.193 -3.120 1.927  -0.3179
C 1.703 -1.817 1.631  0.1075
C 1.911 -3.005 2.355  -0.3885
C 2.854 -2.976 3.378  -0.7860
C 3.485 -1.780 3.757  -0.5639
C 3.224 -0.617 3.070  -0.5897
C 2.410 -0.633 1.949  -0.7146
H 1.822 -1.821 -4.447  0.6234
H 3.939 -3.143 -4.035  0.4484
H 4.185 -4.330 -1.854  0.4278
H 2.776 -3.657 0.010  0.4729
H -0.800 -3.641 -1.423  0.4383
H -2.970 -4.716 -1.093  0.4694
H -3.818 -5.154 1.211  0.3796
H -2.719 -3.986 3.173  0.4038
H -0.688 -2.590 2.753  0.4471
H 1.334 -3.892 2.148  0.5546
H 2.980 -3.891 3.957  0.3923
H 4.124 -1.780 4.641  0.3883
H 3.642 0.361 3.344  0.4247
H 2.237 0.239 1.335  0.5669
Se -4.214 2.210 -0.082  0.0473
Se -3.500 -0.164 0.056  0.0677
C -2.825 0.003 1.793  0.2025
C -3.770 0.023 2.878  -0.8760
C -3.318 0.238 4.178  -0.4230
C -1.916 0.395 4.375  -0.6787
C -1.071 0.309 3.278  -0.4208
N -1.513 0.188 2.012  0.4825
C -2.752 3.436 0.072  0.1533
C -3.023 4.866 0.249  -0.6574
C -1.964 5.749 0.433  -0.4044
C -0.661 5.212 0.452  -0.8426
C -0.482 3.848 0.329  -0.2968
N -1.501 2.977 0.000  0.1678
H -4.837 -0.025 2.616  0.4530
H -3.995 0.296 5.044  0.4052
H -1.503 0.609 5.362  0.4425
H 0.016 0.352 3.355  0.4229
H -4.040 5.223 0.190  0.4108
H -2.166 6.807 0.520  0.4041
H 0.213 5.810 0.743  0.4373
H 0.514 3.412 0.435  0.4424